Record 1
9
Properties=species:S:1:pos:R:3 method="wB97M-V/def2-TZVPD" total_charge=-1 gap_ha=0.2667 e_homo_ha=-0.142 largest_force_ev_per_a=2.7 e_above_lowest_kj_mol=137.41 e_tot_ha=-1041.93230
O -0.9528 -1.4076 -1.4722
C -0.4939 -0.5687 -0.7362
C 0.6796 -0.8393 0.1841
S 0.6437 -0.0145 1.8170
N -0.9226 0.6918 -0.6391
C -0.5837 1.5538 0.2105
S -0.7106 3.0712 0.6644
H 0.6327 -1.9741 0.1983
H 1.7075 -0.5126 -0.2268

=====

Record 2
70
Properties=species:S:1:pos:R:3 method="wB97M-V/def2-TZVPD" total_charge=+4 gap_ha="0.1664 / 0.1224" e_homo_ha="-0.707 / -0.696" largest_force_ev_per_a=3.4 e_tot_ha=-4075.82063
N 2.7930 -1.1008 1.1732
C 3.2585 -1.4751 2.1695
C 3.7591 -1.9209 3.4436
H 4.2011 -1.0741 3.9889
H 4.5285 -2.6935 3.3012
H 2.9348 -2.3370 4.0411
N 0.7728 -2.7450 -3.4564
C 0.3559 -3.5707 -4.1535
C -0.1576 -4.5927 -5.0260
H 0.5710 -5.4091 -5.1065
H -0.3394 -4.1671 -6.0204
H -1.0974 -4.9781 -4.6146
N 1.4313 2.3146 -1.9230
C 1.2343 3.3948 -2.3072
C 0.9337 4.7402 -2.7208
H -0.1209 4.8078 -3.0266
H 1.5726 5.0286 -3.5679
H 1.1104 5.4382 -1.8880
Sn 1.9020 -0.2538 -1.2046
C -0.3939 -0.2477 -2.6465
O -1.5206 -0.4135 -2.7125
C 0.5596 -2.5352 -0.6175
O -0.3841 -3.1147 -0.3340
C 4.1695 -1.5348 -1.4594
C 4.3148 -0.1709 -1.1144
C 3.9035 0.8338 -2.0371
C 3.3451 0.4530 -3.2784
C 3.1637 -0.9024 -3.5764
C 3.5745 -1.8876 -2.6761
H 4.5496 -2.3138 -0.7941
H 4.7877 0.1243 -0.1689
H 4.0697 1.8905 -1.7946
H 3.0843 1.2118 -4.0201
H 2.7401 -1.1960 -4.5366
H 3.4682 -2.9380 -2.9458
O 0.2894 0.4261 0.1815
As -1.0850 0.5430 1.1915
C -2.5172 -0.6322 0.6039
C -3.3907 -0.1984 -0.3930
C -4.4300 -1.0393 -0.8054
C -4.6088 -2.2855 -0.1988
C -3.7395 -2.6964 0.8131
C -2.6947 -1.8678 1.2303
C -0.6028 0.2079 3.0062
C -0.9641 1.1355 3.9920
C -0.7456 0.8371 5.3426
C -0.1616 -0.3822 5.6990
C 0.2373 -1.2931 4.7141
C 0.0307 -0.9892 3.3625
C -1.8387 2.2817 0.9825
C -1.1214 3.2723 0.3078
C -1.6908 4.5377 0.1212
C -2.9807 4.7994 0.6005
C -3.7003 3.8092 1.2751
C -3.1300 2.5445 1.4594
H -3.3083 0.8057 -0.8158
H -5.0986 -0.7230 -1.6005
H -5.4285 -2.9352 -0.5116
H -3.8722 -3.6693 1.2845
H -2.0518 -2.1660 2.0616
H -1.4173 2.0861 3.7017
H -1.0416 1.5532 6.1128
H -0.0013 -0.6217 6.7505
H 0.6971 -2.2455 4.9925
H 0.3716 -1.6733 2.5780
H -0.1293 3.0316 -0.0818
H -1.1211 5.3111 -0.4044
H -3.4203 5.7851 0.4391
H -4.7047 4.0180 1.6526
H -3.7045 1.7677 1.9653

=====

Record 3
13
Properties=species:S:1:pos:R:3 method="wB97M-V/def2-TZVPD" gap_ha="0.2818 / 0.2843" e_homo_ha="-0.290 / -0.297" largest_force_ev_per_a=7.6 e_above_lowest_kj_mol=292.31 e_tot_ha=-535.90318
C 1.5754 0.5262 -0.3872
C 0.2428 0.1369 0.3631
C -0.1537 -1.2597 0.0857
C -1.8772 -1.2083 -0.1902
P -2.5213 0.3971 0.0518
C -0.9101 1.0371 0.2442
H 1.6433 1.6905 -0.5130
H 1.6445 0.0230 -1.4187
H 2.3894 0.2887 0.1636
H 0.6065 0.3553 1.4795
H 0.3612 -2.1037 0.4230
H -2.4006 -2.0188 -0.5732
H -0.6002 2.1357 0.2715

=====

Record 4
11
Properties=species:S:1:pos:R:3 method="wB97M-V/def2-TZVPD" gap_ha=0.3991 e_homo_ha=-0.407 largest_force_ev_per_a=3.7 e_above_lowest_kj_mol=139.41 e_tot_ha=-359.65622
O -2.4445 -1.6107 -1.7124
C -1.8292 -0.5350 -1.6169
N -0.9144 -0.2751 -0.5769
C 0.2700 0.4017 -0.2877
O 0.7399 1.4443 -0.7371
H -2.0547 0.3751 -2.1349
H -1.1788 -0.8735 0.2017
H 0.6585 -0.0440 0.6378
O 2.6262 0.4034 2.2825
H 1.9110 -0.2577 2.3598
H 2.2159 0.9714 1.5842